Record 1
112
Properties=species:S:1:pos:R:3 method="wB97M-V/def2-TZVPD" charge=0 total_energy_ev=-92912.1066
O 4.606 -0.324 1.079
N 4.361 0.273 0.117
O 3.249 -0.282 -0.591
C 2.032 0.284 -0.135
C 0.867 -0.423 -0.780
C 0.285 -1.368 0.223
O -1.100 -1.621 -0.099
S -1.980 -0.439 0.436
O -3.197 -0.456 -0.278
O -2.101 -0.516 1.842
C -0.964 0.982 0.032
S -2.001 2.449 -0.137
C -0.173 0.605 -1.189
H 1.971 0.149 0.929
H 1.989 1.334 -0.310
H 1.168 -0.948 -1.657
H 0.818 -2.280 0.241
H 0.303 -0.981 1.220
H -0.334 1.133 0.868
H -1.125 3.382 0.222
H -0.849 0.189 -1.892
H 0.299 1.460 -1.605
C -5.854 4.338 -1.669
C -4.958 4.607 -0.567
N -4.264 4.816 0.304
H -6.604 5.119 -1.753
H -5.287 4.283 -2.596
H -6.356 3.391 -1.496
C -1.552 -2.923 -3.929
C -0.508 -1.930 -3.901
N 0.292 -1.130 -3.878
H -2.015 -2.945 -4.911
H -1.140 -3.905 -3.702
H -2.299 -2.665 -3.190
C 7.915 0.645 -1.018
C 8.678 1.689 -1.676
N 9.301 2.493 -2.180
H 7.990 -0.278 -1.587
H 8.307 0.480 -0.017
H 6.871 0.940 -0.950
C -6.953 2.770 2.818
C -7.532 3.310 1.592
N -7.995 3.769 0.656
H -7.701 2.197 3.352
H -6.110 2.128 2.582
H -6.612 3.584 3.450
C -3.630 4.857 3.728
C -2.356 4.180 3.603
N -1.357 3.651 3.505
H -4.210 4.408 4.533
H -3.465 5.908 3.949
H -4.174 4.771 2.789
C 12.203 0.652 -0.364
C 11.785 -0.390 0.556
N 11.457 -1.210 1.270
H 11.791 0.457 -1.346
H 11.844 1.616 -0.012
H 13.286 0.679 -0.434
C -11.216 5.173 -1.634
C -9.848 5.239 -2.102
N -8.770 5.291 -2.450
H -11.658 4.224 -1.926
H -11.233 5.257 -0.551
H -11.792 5.986 -2.068
C -5.628 -2.539 0.365
C -6.523 -2.782 -0.749
N -7.215 -2.971 -1.628
H -5.994 -1.701 0.952
H -5.577 -3.423 0.996
H -4.636 -2.301 -0.007
C -5.702 -0.104 -2.443
C -4.428 -0.358 -3.081
N -3.421 -0.556 -3.563
H -6.371 -0.943 -2.609
H -5.552 0.026 -1.375
H -6.144 0.799 -2.857
C 12.065 1.084 -4.692
C 13.128 1.058 -3.706
N 13.949 1.038 -2.923
H 11.557 2.045 -4.655
H 12.482 0.932 -5.684
H 11.348 0.295 -4.479
C -3.642 1.040 5.099
C -5.067 1.240 5.214
N -6.180 1.403 5.304
H -3.121 1.751 5.730
H -3.389 0.031 5.412
H -3.325 1.179 4.070
C 14.381 -0.988 3.113
C 15.539 -0.121 3.224
N 16.443 0.560 3.312
H 13.965 -0.925 2.114
H 14.672 -2.016 3.312
H 13.623 -0.686 3.831
C 2.572 -5.446 0.399
C 2.137 -4.704 -0.768
N 1.796 -4.122 -1.682
H 1.711 -5.811 0.949
H 3.178 -6.293 0.090
H 3.163 -4.796 1.043
C 3.229 -7.610 4.004
C 2.193 -7.799 3.008
N 1.379 -7.947 2.231
H 2.971 -6.773 4.648
H 3.325 -8.509 4.608
H 4.178 -7.406 3.514
C -10.444 -2.209 -2.340
C -11.777 -1.637 -2.287
N -12.818 -1.187 -2.245
H -9.801 -1.719 -1.614
H -10.487 -3.270 -2.113
H -10.024 -2.074 -3.332

=====

Record 2
52
Properties=species:S:1:pos:R:3 method="wB97M-V/def2-TZVPD" charge=0 total_energy_ev=-60534.1051 de_lowest_kj_mol=91.8
Y 1.613 -1.135 -1.256
C -3.428 1.463 3.816
C -2.191 0.795 3.315
C -1.373 0.044 4.157
C -0.281 -0.647 3.654
C -0.018 -0.589 2.298
C -0.795 0.188 1.456
C -1.871 0.888 1.964
S 1.290 -1.526 1.545
O 0.657 -2.236 0.379
O 1.939 -2.407 2.463
N 2.332 -0.533 0.802
C 2.000 0.786 0.604
C 1.901 1.742 1.614
C 1.582 3.043 1.267
C 1.418 3.376 -0.069
C 1.531 2.379 -1.017
N 1.785 1.104 -0.701
H -3.286 1.895 4.803
H -4.226 0.722 3.882
H -3.740 2.236 3.119
H -1.589 -0.007 5.214
H 0.351 -1.236 4.299
H -0.571 0.251 0.399
H -2.450 1.502 1.283
H 2.099 1.448 2.633
H 1.477 3.801 2.029
H 1.169 4.372 -0.392
H 1.389 2.610 -2.062
C 3.820 -3.611 -1.727
C 3.288 -2.241 -2.153
O 3.827 -1.706 -3.119
H 4.798 -3.792 -2.182
H 3.115 -4.354 -2.103
H 3.867 -3.707 -0.640
N 0.070 -3.036 -2.752
C -0.608 -1.795 -2.600
C -1.686 -1.655 -1.722
C -2.234 -0.399 -1.495
C -1.732 0.708 -2.150
C -0.706 0.578 -3.067
C -0.126 -0.666 -3.305
S -2.278 2.399 -1.733
O -2.871 2.247 -0.411
O -0.995 3.094 -1.733
O -3.194 2.787 -2.781
H -0.450 -3.812 -2.351
H 0.317 -3.239 -3.718
H -2.072 -2.530 -1.218
H -3.058 -0.254 -0.814
H -0.395 1.458 -3.607
H 0.588 -0.800 -4.119

=====

Record 3
9
Properties=species:S:1:pos:R:3 method="wB97M-V/def2-TZVPD" charge=0 total_energy_ev=-9202.2622 de_lowest_kj_mol=432.0
C -0.484 -0.844 0.145
C -1.969 1.079 0.305
C 1.989 -0.151 -0.274
C 0.653 -0.144 -0.057
N -1.655 -1.155 0.205
N -2.794 0.193 0.359
O -0.869 1.540 0.074
H 2.741 0.597 -0.316
H 2.387 -1.115 -0.442

=====

Record 4
11
Properties=species:S:1:pos:R:3 method="wB97M-V/def2-TZVPD" charge=0 total_energy_ev=-81280.7897 de_lowest_kj_mol=341.2
C 0.392 -1.311 -0.079
C -0.796 -0.417 -0.270
N 1.012 1.889 -0.308
N -0.967 0.770 0.262
O 0.371 1.206 0.803
O 2.086 2.305 -0.047
O -1.842 1.570 0.081
Br -2.316 -1.402 -0.555
H 1.357 -0.774 0.227
H 0.616 -1.974 -0.961
H 0.086 -1.863 0.846

=====

Record 5
72
Properties=species:S:1:pos:R:3 method="wB97M-V/def2-TZVPD" charge=-2 total_energy_ev=-81849.6524 s_squared=0.766 spin_multiplicity=2 de_lowest_kj_mol=99.2
Tl -1.026 -1.401 1.580
O 1.893 -1.895 5.551
C 0.939 -1.826 4.517
O 1.349 -1.520 3.411
C -0.356 -2.150 4.982
C -0.534 -2.554 6.343
C -1.772 -2.865 6.810
C -2.890 -2.736 5.933
C -2.624 -2.323 4.629
N -1.436 -2.065 4.124
C -3.729 -2.050 3.640
O -4.962 -1.783 4.160
O -3.554 -2.052 2.462
H 2.705 -1.640 5.097
H 0.333 -2.614 6.984
H -1.908 -3.192 7.835
H -3.885 -3.022 6.245
H -4.845 -1.628 5.105
Cl 2.426 -3.241 0.846
C 1.563 -4.794 0.885
Cl -0.167 -4.545 1.094
H 1.955 -5.390 1.702
H 1.719 -5.296 -0.064
C -1.917 -3.212 -2.323
C -1.907 -2.822 -0.838
O -2.592 -3.530 -0.063
N -1.144 -1.793 -0.513
Te 0.444 -0.563 -1.859
C 1.917 0.852 -2.839
C 3.285 0.791 -2.530
C 3.870 -0.177 -1.524
C 4.201 1.642 -3.160
C 3.811 2.558 -4.117
C 4.803 3.474 -4.785
C 2.461 2.604 -4.449
C 1.529 1.775 -3.834
C 0.092 1.892 -4.270
C -0.594 1.142 -1.109
C 0.023 1.989 -0.184
C 1.341 1.718 0.484
C -0.638 3.153 0.211
C -1.902 3.474 -0.239
C -2.609 4.718 0.230
C -2.527 2.586 -1.105
C -1.900 1.425 -1.535
C -2.672 0.491 -2.424
H -2.578 -4.068 -2.454
H -0.905 -3.473 -2.643
H -2.244 -2.389 -2.961
H 3.112 -0.816 -1.080
H 4.371 0.364 -0.717
H 4.618 -0.816 -2.002
H 5.252 1.577 -2.885
H 5.812 3.299 -4.406
H 4.557 4.524 -4.609
H 4.822 3.323 -5.868
H 2.123 3.308 -5.207
H -0.010 2.608 -5.088
H -0.541 2.216 -3.443
H -0.290 0.922 -4.596
H 1.753 0.756 0.197
H 1.159 1.677 1.559
H 2.069 2.499 0.244
H -0.153 3.796 0.941
H -1.980 5.286 0.918
H -3.535 4.467 0.754
H -2.871 5.371 -0.607
H -3.540 2.790 -1.443
H -3.646 0.917 -2.672
H -2.823 -0.457 -1.908
H -2.131 0.275 -3.349
O -0.972 0.439 2.230

=====

Record 6
12
Properties=species:S:1:pos:R:3 method="wB97M-V/def2-TZVPD" charge=0 total_energy_ev=-8233.4007 de_lowest_kj_mol=318.2
N 1.889 0.276 -0.297
C 0.938 -0.688 -0.173
O 1.099 -1.880 -0.307
N -0.333 -0.161 0.170
C -1.492 -0.844 0.176
C -0.762 1.127 0.334
H 1.599 1.230 -0.451
H 2.783 -0.021 -0.653
H -1.732 -1.531 -0.634
H -2.130 -0.769 1.043
H -1.475 1.538 -0.367
H -0.382 1.726 1.160